No. 1
The ion C6H13N4 with charge +1 in a non-equilibrium geometry, computed with ωB97M-V with the def2-TZVPD basis set.

As for the LUMO energy (spin up / spin down): -4.024 / -3.954 eV. The calculation puts the energy above the lowest of the compared OMol25 structures with the same formula, charge and spin at 133.1 kcal/mol. The HOMO-LUMO gap (spin up / spin down) comes out at 7.87 / 8.08 eV. The total charge is +1. The value obtained for the HOMO energy (spin up / spin down) is -11.89 / -12.04 eV. Its spin multiplicity is 1. The electronic energy comes out at -454.99830 a.u.

The geometry in XYZ format:
```
23
C6H13N4, DFT ωB97M-V with the def2-TZVPD basis set
C -1.181 0.653 1.882
C -0.101 0.989 -1.921
C 0.033 2.144 -0.957
C 0.753 -0.292 -1.666
C -0.533 -0.857 1.754
C 0.504 -0.735 0.790
N -0.706 1.553 1.181
N 0.246 1.567 0.381
N -0.239 -1.274 3.048
N 0.223 -1.194 -0.578
H -1.794 0.751 2.869
H -1.169 0.704 -2.136
H 0.080 1.380 -2.860
H 0.867 2.719 -1.325
H -0.854 2.771 -0.893
H 0.720 -0.897 -2.649
H 1.826 -0.097 -1.596
H -1.348 -1.322 1.242
H 1.494 -0.259 1.072
H 0.832 -1.174 3.183
H -0.932 -1.048 3.796
H -0.822 -1.187 -0.580
H 0.702 -2.131 -0.545
```


No. 2
The ion C6H13N4 with charge +1 in a non-equilibrium geometry, computed with ωB97M-V with the def2-TZVPD basis set.

As for the LUMO energy (spin up / spin down): -4.821 / -4.822 eV. The calculation puts the energy above the lowest of the compared OMol25 structures with the same formula, charge and spin at 52.5 kcal/mol. The HOMO-LUMO gap (spin up / spin down) comes out at 6.99 / 6.99 eV. The total charge is +1. The value obtained for the HOMO energy (spin up / spin down) is -11.81 / -11.81 eV. Its spin multiplicity is 1. As for the SMILES: C/C=[N+]1\CNN=CN(C)C1. The electronic energy comes out at -455.12677 a.u.

The geometry in XYZ format:
```
23
C6H13N4, DFT ωB97M-V with the def2-TZVPD basis set
C 1.984 0.195 0.400
C 0.180 1.296 -0.806
C 0.814 -2.370 -0.241
C -2.091 1.992 -0.200
C 0.268 -1.091 -0.699
C -0.705 0.923 1.469
N 1.463 0.020 1.732
N 0.886 0.048 -0.549
N 0.201 0.288 2.094
N -0.789 1.526 0.237
H 2.400 1.203 0.274
H 2.771 -0.539 0.209
H 0.923 2.105 -0.843
H -0.327 1.243 -1.774
H 1.868 -2.464 -0.506
H 0.763 -2.441 0.850
H 0.259 -3.203 -0.662
H -2.598 2.472 0.633
H -2.720 1.174 -0.572
H -1.962 2.734 -0.990
H -0.679 -1.075 -1.221
H -1.610 1.033 2.050
H 1.845 -0.724 2.299
```


No. 3
A structure of composition C6H13N4 in a non-equilibrium geometry, computed with ωB97M-V with the def2-TZVPD basis set.

As for the LUMO energy: -2.938 eV. The calculation puts the energy above the lowest of the compared OMol25 structures with the same formula, charge and spin at 50.7 kcal/mol. The HOMO-LUMO gap comes out at 8.86 eV. The total charge is +1. The value obtained for the HOMO energy is -11.80 eV. Its spin multiplicity is 1. The electronic energy comes out at -455.12977 a.u.

The geometry in XYZ format:
```
23
C6H13N4, DFT ωB97M-V with the def2-TZVPD basis set
C -0.698 -1.886 0.114
C 0.595 -1.917 0.235
C -1.584 -1.013 -0.658
C 1.504 -1.087 -0.515
C -1.905 0.220 -0.188
C 1.903 0.185 -0.107
N -1.333 0.720 1.067
N -2.832 0.994 -0.789
N 2.851 0.964 -0.887
N 1.136 1.000 0.861
H -1.298 -2.506 0.920
H 1.111 -2.592 0.932
H -1.876 -1.120 -1.690
H 2.048 -1.404 -1.457
H -1.802 1.563 1.386
H -0.109 0.736 1.002
H -3.259 0.707 -1.634
H -2.904 1.966 -0.570
H 3.138 0.500 -1.737
H 3.814 1.052 -0.429
H 1.386 1.917 0.528
H 1.548 0.967 1.808
H -1.433 0.035 1.807
```


No. 4
An isolated molecule of C6H13N5O2 in a non-equilibrium geometry, computed with ωB97M-V with the def2-TZVPD basis set.

As for the LUMO energy: 0.821 eV. The calculation puts the energy above the lowest of the compared OMol25 structures with the same formula, charge and spin at 4.7 kcal/mol. The HOMO-LUMO gap comes out at 9.09 eV. The total charge is 0. The value obtained for the HOMO energy is -8.27 eV. Its spin multiplicity is 1. As for the SMILES: O=C(O)C1(N2NCCN2)NCCN1. The electronic energy comes out at -660.55780 a.u.

The geometry in XYZ format:
```
26
C6H13N5O2, DFT ωB97M-V with the def2-TZVPD basis set
C -2.113 0.343 1.515
C -0.347 1.615 -1.249
C -1.132 0.393 -1.645
C 1.815 -0.945 0.163
C 0.965 -1.919 1.016
C -0.810 0.556 0.796
N -0.715 1.925 0.175
N -0.952 -0.388 -0.441
N 1.480 0.372 0.702
N 0.360 0.292 1.477
N 0.428 -0.951 2.066
O -2.850 1.439 1.413
O -2.493 -0.700 2.039
H 0.743 1.211 -1.054
H -0.473 2.424 -1.856
H -2.166 0.668 -1.862
H -0.735 -0.319 -2.521
H 2.885 -1.140 0.353
H 1.375 -0.938 -0.859
H 0.152 -2.300 0.490
H 1.591 -2.778 1.359
H 0.072 2.389 0.702
H -1.598 -1.044 -0.009
H 2.277 0.555 1.482
H -0.398 -1.210 2.549
H -2.204 2.128 0.995
```


No. 5
A cluster of 2 separate species, C6H13N6 in total in a non-equilibrium geometry, computed with ωB97M-V with the def2-TZVPD basis set.

As for the LUMO energy (spin up / spin down): -5.612 / -6.556 eV. The calculation puts the energy above the lowest of the compared OMol25 structures with the same formula, charge and spin at 47.8 kcal/mol. The HOMO-LUMO gap (spin up / spin down) comes out at 4.96 / 2.84 eV. The total charge is +1. The value obtained for the HOMO energy (spin up / spin down) is -10.57 / -9.40 eV. Its spin multiplicity is 1. The electronic energy comes out at -564.58350 a.u.

The geometry in XYZ format:
```
25
C6H13N6, DFT ωB97M-V with the def2-TZVPD basis set
C 2.654 -1.086 0.088
C 2.225 1.282 0.032
C 3.252 0.254 0.443
C -4.067 -0.173 -1.001
C -4.431 0.128 0.406
C -2.968 0.197 -0.002
N 1.351 -1.250 0.086
N 0.946 0.978 0.031
N 3.440 -2.126 -0.166
N 2.601 2.516 -0.282
N -2.071 -0.747 0.466
N 0.551 -0.240 0.236
H 3.430 0.311 1.525
H 4.203 0.414 -0.065
H -4.103 -1.200 -1.331
H -4.288 0.550 -1.768
H -4.914 1.065 0.634
H -4.724 -0.688 1.049
H -2.525 1.180 -0.102
H 4.442 -2.074 -0.076
H 3.012 -3.013 -0.380
H 3.556 2.822 -0.189
H 1.892 3.187 -0.535
H -1.066 -0.588 0.377
H -2.395 -1.700 0.527
```


No. 6
A cluster of 2 separate species, C6H13NO in total in a non-equilibrium geometry, computed with ωB97M-V with the def2-TZVPD basis set.

As for the LUMO energy: -0.604 eV. The calculation puts the energy above the lowest of the compared OMol25 structures with the same formula, charge and spin at 117.0 kcal/mol. The HOMO-LUMO gap comes out at 6.38 eV. The total charge is 0. The value obtained for the HOMO energy is -6.98 eV. Its spin multiplicity is 1. The electronic energy comes out at -366.24745 a.u.

The geometry in XYZ format:
```
21
C6H13NO, DFT ωB97M-V with the def2-TZVPD basis set
C -1.041 0.937 1.143
O -0.178 0.309 0.258
C -0.993 0.251 2.502
C -1.515 -1.189 2.468
H -2.080 1.034 0.775
H -0.692 1.977 1.321
H -1.593 0.837 3.213
H 0.047 0.284 2.843
H -1.671 -1.522 3.500
H -0.836 -1.897 1.992
H -2.486 -1.221 1.969
C 0.375 0.133 -1.988
C 0.320 1.158 -2.833
C 1.723 -1.161 -0.610
N 1.650 -0.388 -1.632
H -0.442 -0.457 -1.609
H 1.242 1.628 -3.161
H -0.610 1.648 -3.068
H 2.647 -1.666 -0.353
H 0.769 -1.213 -0.054
H 2.466 -0.071 -2.141
```